Entry 1:
ORCA calculation (the ωB97M-V functional and the def2-TZVPD basis) on a cluster of 14 separate species, C34H68O47S11 in total.

Properties
gap between HOMO and LUMO: 9.1 eV
HOMO: -9.3 eV
LUMO energy: -0.2 eV
molecular weight: 1581.61 g mol⁻¹
E_tot: -251763.7265 eV

Geometry as XYZ:
```
160
Properties=species:S:1:pos:R:3:mulliken_charge:R:1
C 0.296 -6.051 0.424 -0.85
C -0.382 -5.522 1.634 -0.39
C -0.075 -4.000 1.645 -0.28
O 1.123 -4.000 0.971 0.06
C 1.123 -4.926 -0.097 0.17
H -0.491 -6.397 -0.246 0.35
H 0.897 -6.910 0.721 0.18
H -0.036 -5.997 2.552 0.41
H -1.461 -5.670 1.630 0.27
H -0.005 -3.622 2.665 0.30
H -0.739 -3.320 1.111 -0.23
H 2.138 -5.026 -0.482 0.40
H 0.595 -4.456 -0.927 -0.44
C -1.909 -2.972 -2.178 2.51
C -2.649 -4.013 -2.961 -0.89
C -3.578 -4.641 -1.989 -0.58
O -3.788 -3.715 -1.015 -0.40
C -3.013 -2.502 -1.253 -0.06
H -1.606 -2.149 -2.825 -0.76
H -1.048 -3.322 -1.609 -1.15
H -1.942 -4.716 -3.402 0.45
H -3.156 -3.574 -3.820 0.19
H -3.030 -5.520 -1.649 0.27
H -4.481 -4.915 -2.535 0.30
H -2.576 -2.169 -0.311 -0.10
H -3.526 -1.722 -1.815 0.21
C -1.564 6.837 2.071 -0.49
C -0.510 6.080 1.246 -0.36
C -1.430 5.221 0.414 0.60
O -2.570 6.115 0.102 -0.50
C -2.847 6.993 1.219 -0.42
H -1.096 7.780 2.354 0.43
H -1.687 6.427 3.073 0.01
H 0.212 5.541 1.859 0.17
H 0.000 6.807 0.615 0.42
H -1.808 4.332 0.918 -0.53
H -0.921 4.852 -0.477 0.20
H -3.765 6.817 1.780 0.22
H -2.783 7.951 0.703 0.33
C 1.165 -0.728 -0.415 2.26
C 0.061 -0.319 -1.403 1.22
O -0.169 0.967 -0.986 -0.37
S -0.259 1.128 0.702 0.79
O -1.593 0.744 1.279 -0.04
O 0.320 2.447 1.100 -0.42
O 0.817 -0.085 0.828 -0.35
H 2.165 -0.382 -0.677 -1.32
H 1.108 -1.785 -0.155 -0.77
H -0.887 -0.848 -1.305 -0.75
H 0.492 -0.304 -2.404 -0.28
C 3.392 -1.814 2.080 1.12
C 4.171 -3.060 2.328 -0.34
O 5.495 -2.714 2.311 -0.46
S 5.631 -1.158 2.897 1.18
O 6.487 -0.367 1.994 -0.58
O 5.958 -1.242 4.336 -0.63
O 3.995 -0.818 2.772 -0.31
H 2.355 -1.905 2.402 0.04
H 3.494 -1.432 1.064 -0.74
H 3.964 -3.861 1.619 0.24
H 3.981 -3.444 3.331 0.50
C -1.791 3.515 4.169 0.76
C -2.266 2.814 5.483 -0.15
O -1.277 2.946 6.529 -0.37
S -0.316 4.236 6.218 1.08
O 1.067 4.045 6.588 -0.54
O -1.034 5.472 6.562 -0.60
O -0.512 4.023 4.561 -0.38
H -2.413 4.308 3.755 0.00
H -1.583 2.739 3.433 -0.46
H -2.407 1.754 5.273 0.09
H -3.206 3.264 5.804 0.42
C -4.626 1.938 1.034 0.12
C -6.026 1.441 1.476 -0.14
O -6.473 2.468 2.349 -0.46
S -5.254 3.429 2.939 1.21
O -4.991 3.101 4.308 -0.58
O -5.523 4.808 2.595 -0.62
O -4.066 2.753 2.024 0.02
H -4.584 2.411 0.053 0.23
H -3.933 1.099 1.100 -0.19
H -6.048 0.454 1.937 0.10
H -6.681 1.373 0.608 0.35
C 4.694 1.885 0.421 -0.18
C 3.696 2.856 -0.098 0.19
O 3.137 2.270 -1.265 -0.22
S 4.123 1.237 -1.993 0.81
O 5.115 2.021 -2.740 -0.67
O 3.430 0.121 -2.733 -0.20
O 4.709 0.810 -0.515 -0.20
H 4.607 1.418 1.402 -0.15
H 5.740 2.190 0.371 0.29
H 4.150 3.817 -0.338 0.32
H 2.854 2.912 0.591 -0.12
C 2.586 1.166 5.365 -0.22
C 1.480 1.239 4.261 1.08
O 0.392 0.602 4.877 -0.21
S 0.916 -0.720 5.706 1.10
O 0.894 -1.923 4.859 -0.43
O 0.279 -0.805 7.050 -0.63
O 2.403 -0.132 5.873 -0.33
H 2.460 1.934 6.129 0.34
H 3.546 1.180 4.849 0.18
H 1.857 0.739 3.369 -0.97
H 1.276 2.272 3.977 0.24
C 1.104 1.991 -4.833 0.85
C 2.397 1.553 -5.508 -0.02
O 2.065 1.767 -6.857 -0.44
S 0.991 3.012 -7.206 1.06
O -0.138 2.423 -7.849 -0.47
O 1.602 4.176 -7.776 -0.55
O 0.743 3.155 -5.528 -0.48
H 1.273 2.327 -3.810 0.27
H 0.272 1.287 -4.863 -0.57
H 2.712 0.510 -5.470 -0.03
H 3.286 2.101 -5.194 0.37
C -2.514 3.158 -4.548 -0.14
C -4.040 3.055 -4.782 -0.51
O -4.191 1.662 -4.524 -0.44
S -3.253 1.207 -3.209 1.11
O -2.439 0.046 -3.632 -0.48
O -4.105 1.158 -2.045 -0.56
O -2.409 2.604 -3.289 -0.06
H -2.196 4.196 -4.645 0.45
H -1.964 2.719 -5.380 -0.01
H -4.297 3.247 -5.824 0.41
H -4.538 3.694 -4.053 0.25
C -3.674 -3.841 3.593 -0.04
C -4.314 -3.299 2.283 -0.43
O -3.755 -2.035 2.169 0.00
S -3.742 -1.246 3.580 0.65
O -5.104 -0.707 3.957 -0.68
O -2.584 -0.362 3.660 -0.03
O -3.400 -2.661 4.344 -0.38
H -2.719 -4.255 3.271 0.02
H -4.362 -4.454 4.175 0.34
H -5.370 -3.104 2.472 0.30
H -4.185 -3.916 1.394 0.18
C 6.264 -4.322 -0.646 -0.40
C 6.773 -2.849 -0.609 -0.43
O 5.555 -2.114 -0.864 -0.32
S 4.559 -2.936 -1.881 0.95
O 5.061 -2.932 -3.282 -0.70
O 3.195 -2.489 -1.643 0.19
O 4.940 -4.308 -1.106 -0.36
H 6.383 -4.801 0.326 0.32
H 6.948 -4.819 -1.335 0.32
H 7.575 -2.629 -1.314 0.37
H 7.242 -2.627 0.349 0.23
C 1.670 -2.906 -6.400 -0.32
C 1.638 -2.406 -4.939 0.22
O 0.582 -1.490 -4.842 -0.02
S -0.424 -1.441 -6.187 0.96
O -0.852 -0.066 -6.526 -0.37
O -1.478 -2.426 -6.026 -0.57
O 0.790 -2.074 -7.156 -0.42
H 1.350 -3.947 -6.428 0.31
H 2.675 -2.809 -6.810 0.33
H 2.572 -2.011 -4.539 -0.12
H 1.374 -3.196 -4.236 0.05
```

***

Entry 2:
ORCA calculation (the ωB97M-V functional and the def2-TZVPD basis) on a cluster of 2 separate species, C34H69ClN2O7P in total.

Properties
total charge: +1
gap between HOMO and LUMO: 7.4 eV
HOMO: -9.7 eV
LUMO energy: -2.3 eV
molecular weight: 684.36 g mol⁻¹
E_tot: -75486.7832 eV

Geometry as XYZ:
```
114
Properties=species:S:1:pos:R:3:mulliken_charge:R:1
C 4.121 -0.143 -0.012 0.49
C 3.358 -1.034 -0.320 -1.31
C 2.122 -1.928 -0.754 -0.33
O 1.120 -1.803 0.200 -0.10
C -0.089 -1.103 0.026 0.82
C -0.390 -0.237 -1.248 -0.34
C 0.737 0.677 -1.860 -0.38
C 0.350 1.844 -2.535 -1.05
C -1.385 -2.081 0.331 -0.23
O -1.265 -2.678 1.601 -0.06
C -0.438 -3.805 1.786 -0.42
C 0.807 -3.562 2.778 0.03
C 2.003 -4.522 2.314 -1.07
O -2.406 -1.125 0.361 0.48
C -3.697 -1.163 0.855 0.80
C -4.248 -2.196 1.899 -0.73
C -5.640 -1.924 2.601 -0.93
C -6.927 -2.538 1.873 -0.35
C -7.908 -1.382 1.341 -1.11
C -3.868 0.286 1.609 -2.28
N -3.093 1.365 0.959 0.26
C -3.936 2.468 0.421 -0.89
C -4.728 -0.963 -0.407 -0.02
Cl -3.898 -0.046 -1.795 -0.15
C -5.308 -2.314 -1.015 0.04
C -5.214 -2.425 -2.617 -1.50
C -1.691 -3.061 -0.897 1.00
C -0.472 -3.514 -1.795 -1.07
C -2.441 -4.425 -0.554 -1.23
C -3.276 -5.038 -1.784 -0.34
C -2.979 -6.621 -1.799 -1.37
P 0.072 0.215 1.442 0.91
O -0.874 0.044 2.592 -0.81
O -0.075 1.791 0.893 -0.52
O 1.628 0.140 2.130 -0.51
H 4.562 0.735 0.521 0.26
H 2.536 -2.990 -0.734 0.49
H 1.860 -1.760 -1.846 0.41
H -0.839 -0.798 -2.129 0.65
H -1.202 0.532 -1.002 -0.17
H 1.842 0.479 -1.862 0.11
H 0.788 2.046 -3.548 0.29
H -0.389 2.535 -2.023 0.23
H 0.002 -4.293 0.870 -0.09
H -1.049 -4.624 2.297 0.47
H 0.542 -3.872 3.836 0.48
H 1.206 -2.514 2.703 -0.12
H 1.747 -5.621 2.434 0.33
H 2.965 -4.266 2.859 0.36
H 2.237 -4.373 1.208 0.15
H -3.481 -2.249 2.741 0.54
H -4.321 -3.272 1.533 -0.05
H -5.587 -2.477 3.598 0.38
H -5.895 -0.867 2.866 0.33
H -6.696 -3.315 1.096 0.20
H -7.544 -3.074 2.668 0.44
H -8.005 -0.604 2.161 0.35
H -7.596 -0.954 0.350 0.19
H -8.961 -1.789 1.199 0.34
H -3.495 0.101 2.658 0.45
H -4.947 0.601 1.668 0.54
H -2.561 1.799 1.726 0.31
H -5.006 2.177 0.207 0.25
H -3.492 2.748 -0.594 0.21
H -3.860 3.419 1.042 0.28
H -5.603 -0.312 -0.128 0.59
H -4.931 -3.244 -0.513 -0.05
H -6.431 -2.302 -0.819 0.15
H -5.787 -1.617 -3.144 0.37
H -5.754 -3.401 -2.864 0.44
H -4.160 -2.569 -2.982 0.20
H -2.391 -2.493 -1.595 -0.25
H 0.047 -2.705 -2.378 0.29
H -0.788 -4.292 -2.563 0.55
H 0.345 -4.034 -1.192 0.05
H -1.601 -5.187 -0.410 0.62
H -3.001 -4.444 0.419 0.36
H -2.911 -4.582 -2.751 0.31
H -4.387 -4.957 -1.648 0.26
H -1.891 -6.861 -1.952 0.30
H -3.232 -6.969 -0.743 0.30
H -3.687 -7.169 -2.480 0.41
H -0.071 2.363 1.693 0.37
H 1.550 0.527 3.024 0.37
C 5.360 7.358 -1.218 -1.28
C 6.069 6.055 -1.535 -0.35
N 6.943 5.511 -0.404 0.04
C 8.042 6.533 -0.128 -1.06
C 7.686 4.257 -0.874 -0.38
C 6.829 3.049 -1.197 -1.11
C 6.201 5.318 0.930 -0.92
C 4.935 4.457 0.921 0.29
O 3.945 5.002 0.072 -0.30
C 3.086 4.026 -0.522 -0.66
H 6.063 8.180 -1.062 0.36
H 4.732 7.639 -2.066 0.42
H 4.714 7.295 -0.344 0.28
H 6.732 6.202 -2.392 0.55
H 5.355 5.286 -1.815 0.22
H 8.567 6.731 -1.062 0.39
H 8.722 6.108 0.610 0.43
H 7.596 7.442 0.267 0.46
H 8.409 4.004 -0.096 0.40
H 8.240 4.556 -1.768 0.42
H 6.600 2.482 -0.294 0.31
H 7.399 2.367 -1.830 0.45
H 5.909 3.290 -1.726 0.24
H 5.944 6.320 1.278 0.41
H 6.930 4.891 1.623 0.40
H 4.528 4.454 1.939 0.44
H 5.155 3.421 0.674 -0.27
H 3.123 3.060 -0.013 0.24
H 3.377 3.896 -1.568 0.27
H 2.062 4.403 -0.497 0.35
```

***

Entry 3:
ORCA calculation (the ωB97M-V functional and the def2-TZVPD basis) on a cluster of 5 separate species, C34H70Cl8NO5 in total.

Properties
total charge: +1
gap between HOMO and LUMO: 8.8 eV
HOMO: -11.3 eV
LUMO energy: -2.5 eV
molecular weight: 856.56 g mol⁻¹
E_tot: -148291.2319 eV

Geometry as XYZ:
```
118
Properties=species:S:1:pos:R:3:mulliken_charge:R:1
C 2.401 -4.024 1.989 -1.52
C 2.966 -2.706 1.450 -0.23
C 1.858 -1.654 1.381 0.05
O 2.003 -0.879 0.190 -0.38
C 0.955 0.002 -0.063 -0.02
C 0.363 -0.251 -1.461 -0.75
C -0.650 -1.424 -1.429 -0.65
C -1.956 -1.226 -2.219 -0.75
C -3.221 -1.031 -1.372 -0.43
C -3.424 -2.120 -0.310 -1.16
C -3.390 -1.567 1.108 -0.03
O -4.447 -0.644 1.273 -0.38
C -4.175 0.474 2.086 -0.04
N -0.135 1.100 -1.870 0.24
C -0.030 2.082 -0.677 1.24
C 0.165 3.475 -1.265 -1.57
C 0.005 4.665 -0.302 0.29
C 1.071 5.725 -0.584 -0.69
C 0.843 6.987 0.237 -1.34
C 0.858 6.771 1.749 -0.35
O -0.441 6.896 2.300 -0.45
C -0.830 5.844 3.160 0.46
C -0.336 6.024 4.582 -1.32
C -1.334 1.869 0.096 -1.68
O -1.408 2.614 1.293 -0.11
O -2.350 3.677 1.174 -0.29
C 1.275 1.507 -0.079 -0.83
C 1.839 2.155 1.173 0.72
C 3.289 1.682 1.455 -1.77
C 4.353 2.802 1.302 1.42
C 5.153 2.893 2.616 -1.80
C 5.346 2.512 0.153 -1.49
H 1.725 -3.845 2.826 0.41
H 1.820 -4.520 1.211 0.35
H 3.190 -4.698 2.302 0.39
H 3.335 -2.842 0.436 0.25
H 3.747 -2.360 2.123 0.34
H 0.888 -2.160 1.397 0.23
H 1.915 -0.986 2.246 0.21
H 0.219 -0.106 0.739 0.85
H 1.213 -0.565 -2.060 0.59
H -0.835 -1.703 -0.395 0.04
H -0.126 -2.267 -1.874 0.39
H -2.132 -2.129 -2.801 -0.03
H -1.885 -0.427 -2.960 0.81
H -4.058 -1.095 -2.067 0.22
H -3.274 -0.043 -0.913 -0.01
H -4.373 -2.638 -0.441 0.49
H -2.649 -2.889 -0.360 0.44
H -2.414 -1.097 1.281 -0.12
H -3.515 -2.387 1.822 0.44
H -4.950 0.598 2.839 -0.09
H -3.210 0.416 2.593 0.30
H -4.173 1.379 1.468 -0.04
H 0.581 1.478 -2.495 0.71
H -0.979 1.135 -2.445 0.60
H 1.175 3.529 -1.684 0.54
H -0.517 3.619 -2.111 0.41
H -0.973 5.133 -0.375 0.88
H 0.158 4.309 0.714 -0.68
H 1.061 5.990 -1.643 0.43
H 2.054 5.335 -0.303 0.19
H 1.642 7.693 0.004 0.44
H -0.092 7.477 -0.035 0.45
H 1.488 7.543 2.199 0.48
H 1.307 5.811 2.028 0.20
H -1.921 5.839 3.168 0.31
H -0.515 4.867 2.773 -0.22
H -0.570 7.019 4.957 0.32
H 0.736 5.855 4.686 0.29
H -0.837 5.309 5.237 0.42
H -2.164 2.114 -0.573 0.80
H -1.462 0.817 0.359 -0.32
H -3.211 3.231 1.177 0.31
H 2.019 1.637 -0.879 0.62
H 1.196 1.989 2.037 0.63
H 1.901 3.226 0.984 -0.80
H 3.334 1.295 2.472 0.26
H 3.558 0.868 0.788 0.55
H 3.885 3.774 1.143 -0.07
H 5.745 1.981 2.709 0.43
H 4.496 2.922 3.485 0.43
H 5.825 3.749 2.625 0.43
H 5.052 1.641 -0.432 0.36
H 5.425 3.349 -0.541 0.30
H 6.342 2.313 0.543 0.40
Cl -1.073 -1.739 -5.612 -0.21
C -2.150 -3.143 -5.868 -0.29
C -3.550 -2.717 -6.219 -0.50
Cl -4.379 -1.928 -4.846 -0.16
H -2.132 -3.743 -4.963 0.23
H -1.724 -3.722 -6.681 0.25
H -4.140 -3.592 -6.486 0.33
H -3.558 -2.021 -7.054 0.34
Cl -7.366 0.799 4.466 -0.20
C -7.150 -0.940 4.129 -0.35
C -8.322 -1.759 4.604 -0.51
Cl -8.433 -1.798 6.381 -0.18
H -6.227 -1.260 4.607 0.33
H -7.042 -1.046 3.050 0.25
H -8.208 -2.788 4.267 0.33
H -9.260 -1.367 4.219 0.34
Cl 0.539 -4.247 -8.398 -0.18
C 1.497 -5.339 -7.364 -0.46
C 0.703 -6.541 -6.925 -0.46
Cl -0.608 -6.095 -5.799 -0.16
H 1.849 -4.764 -6.511 0.30
H 2.356 -5.662 -7.948 0.35
H 1.351 -7.242 -6.401 0.32
H 0.251 -7.050 -7.772 0.33
Cl 4.377 -6.155 0.253 -0.17
C 5.793 -6.991 0.949 -0.52
C 5.433 -8.353 1.482 -0.40
Cl 4.380 -8.245 2.915 -0.18
H 6.200 -6.356 1.732 0.31
H 6.532 -7.086 0.156 0.35
H 6.337 -8.877 1.785 0.30
H 4.917 -8.948 0.733 0.31
```

***

Which formula does entry 2 have?
C34H69ClN2O7P

***

Which value of LUMO energy does entry 1 give?
-0.2 eV

***

Which value of HOMO does entry 1 give?
-9.3 eV